Formula: C30H51Br2FN6OPS3Si
Source: the OMol25 dataset
Level of theory: wB97M-V/def2-TZVPD

**Charge**: +1

Structure (XYZ):
```
96
C30H51Br2FN6OPS3Si | the OMol25 dataset | wB97M-V/def2-TZVPD
C 1.328 -1.341 0.961
F -0.714 -1.107 2.041
C 4.650 -1.173 -0.850
C 1.202 -2.065 -4.078
S 2.384 -0.661 4.068
S -4.226 2.545 -0.627
C 1.978 -0.730 -1.336
H 1.774 -1.756 -4.995
H 2.398 -3.691 1.551
C -12.458 3.424 1.348
N -8.376 0.396 -0.740
H 0.780 0.604 -3.565
H -1.627 0.300 -1.519
C -14.219 2.411 -0.450
H -14.888 1.991 -1.190
H 1.919 -2.023 6.097
C 1.725 1.117 -3.271
H 0.263 -1.458 -3.952
N 2.721 -1.616 0.895
C 5.684 -0.291 -0.024
N 0.606 -1.423 2.061
H -0.433 -1.701 -1.888
Br 1.191 1.939 -0.565
S -3.899 0.077 0.997
H -3.582 -1.083 -1.156
H -12.423 1.642 -1.360
H 5.373 -0.416 1.060
H 4.951 -2.249 -0.903
Br 3.255 0.681 -4.495
H -6.498 -0.339 -1.660
C -8.684 1.306 0.300
C 1.757 -3.806 -1.732
C 2.809 -1.451 5.703
H 3.627 -3.498 0.241
C 4.415 -2.916 2.184
H -7.182 2.460 1.627
H 4.241 -3.700 2.959
H 7.533 2.643 1.656
H 8.669 3.318 0.453
H 5.376 -3.164 1.645
H 1.560 -2.846 3.338
C 8.120 2.370 0.731
H -14.150 4.255 2.382
C -1.538 -0.328 -0.591
H 3.619 -3.468 5.158
H 0.842 -3.115 -4.298
C -12.850 2.218 -0.545
H 4.534 -1.884 2.593
C -7.375 1.748 0.791
H 7.205 0.518 -2.813
N 0.891 -0.918 -0.320
H 0.965 -4.283 -2.378
H 4.680 -0.768 -1.903
C 3.186 -3.005 1.152
C 1.107 -1.823 3.403
C -7.060 0.285 -0.927
H -11.719 3.813 2.041
H -0.707 -2.302 -0.129
H 0.257 -1.881 4.137
H -15.768 3.324 0.726
H 0.419 2.980 -3.393
H 6.730 -0.692 -0.088
H -1.212 0.326 0.253
C 6.555 3.482 -1.643
O 5.557 1.101 -0.323
C 2.245 0.779 -1.818
H 2.191 3.307 -2.860
Si 7.041 1.855 -0.742
H 4.865 -2.134 5.007
C -0.409 -1.455 -0.803
H 3.122 -0.651 6.420
H 5.847 4.052 -0.982
H 1.791 2.882 -4.549
H 8.314 -0.141 -1.565
C 1.492 2.688 -3.477
H 7.449 4.124 -1.838
C 3.205 -0.912 -0.297
H 8.879 1.582 0.985
C -14.704 3.152 0.615
H 8.819 1.400 -2.509
H 3.338 1.051 -1.802
C 7.985 0.816 -2.052
C -4.965 1.259 0.094
C 3.987 -2.496 5.599
H 2.638 -4.498 -1.659
H 4.368 -2.765 6.624
N -6.403 1.115 0.012
P 2.283 -2.163 -2.543
C -13.808 3.671 1.537
H 5.988 3.212 -2.579
H -2.806 -1.961 0.201
H -9.704 1.614 0.664
N -11.966 2.710 0.330
H 3.313 0.146 0.099
C -2.952 -0.931 -0.231
H 1.306 -3.614 -0.723
```

---

Formula: C26H25Cl49O3PS
Source: the OMol25 dataset
Level of theory: wB97M-V/def2-TZVPD

**Charge**: -1

Structure (XYZ):
```
105
C26H25Cl49O3PS | the OMol25 dataset | wB97M-V/def2-TZVPD
C -4.981 -7.275 4.009
H -3.860 1.323 1.228
Cl -0.675 -1.217 -8.934
H 0.539 1.023 2.515
C -2.299 -3.653 -0.705
H 0.496 -1.157 -2.323
C 0.912 1.031 1.499
H -1.881 -1.020 -0.284
C -2.547 0.848 -1.747
Cl 2.135 10.083 3.266
C 0.161 0.409 0.509
Cl 2.085 -3.948 4.611
Cl 10.000 8.376 1.401
H 3.606 3.047 -1.307
H -3.336 -3.306 -0.741
C -1.792 -3.539 0.763
Cl 6.402 3.142 5.000
Cl -10.957 -7.326 2.969
H -1.775 1.534 -1.412
H 2.173 1.000 -2.123
Cl -0.393 -7.140 0.354
Cl 2.021 -6.148 1.601
C -0.149 -0.343 -1.974
H -0.938 -2.867 0.793
H -2.459 2.152 0.427
Cl 5.205 -0.700 -0.244
H -0.172 0.358 -2.815
O -2.244 -2.250 2.999
Cl 4.146 -1.932 4.734
C 6.223 3.869 3.397
Cl 6.738 -2.186 -2.184
Cl 4.965 3.018 2.497
C 3.713 -3.517 4.081
Cl 4.268 -0.930 -2.972
Cl 3.646 10.085 5.721
Cl 1.994 11.436 -1.493
C 5.102 -1.755 -1.656
Cl -2.638 4.626 -1.932
P -1.944 -0.987 -1.738
C 2.553 1.624 -0.139
C -1.993 -0.861 -7.805
O -3.850 -3.910 2.395
H -2.295 -4.702 -1.006
Cl -5.233 -8.712 5.021
H -2.086 -1.075 -3.216
S -2.963 -2.877 1.923
C 3.856 2.333 -0.519
C 1.787 0.990 -1.111
Cl 7.396 7.642 2.409
Cl 8.099 10.431 2.114
Cl -6.548 -6.659 3.480
H -0.774 -0.039 0.811
H 4.601 1.637 -0.918
Cl 2.506 7.625 4.729
Cl 0.793 8.920 -0.742
C -3.516 1.902 0.373
Cl -3.296 -6.920 -4.845
C -1.406 -2.852 -1.672
C -1.698 -6.193 -5.066
Cl -0.976 4.978 -4.261
H 2.682 2.086 1.989
C -10.727 -7.388 4.720
Cl 4.217 -3.222 -1.232
H -4.404 -2.136 0.613
C 1.921 9.704 -1.851
C 3.254 9.156 4.267
Cl 5.784 5.573 3.591
Cl -3.305 -2.023 -8.053
C 8.287 8.812 1.425
H -1.432 -3.318 -2.658
Cl -11.927 -8.476 5.433
C 0.567 0.345 -0.821
Cl -10.928 -5.768 5.396
Cl -4.893 2.225 -1.963
H -4.411 0.257 -0.720
C -3.797 1.126 -0.935
Cl 4.741 8.830 3.364
C 2.128 1.630 1.191
O -3.810 -1.705 1.252
H -0.406 -2.946 -1.248
H -1.449 -4.514 1.100
Cl 3.762 -3.461 2.320
Cl -1.405 -0.977 -6.149
Cl 7.754 3.746 2.519
C -0.980 4.878 -2.490
Cl -0.317 6.388 -1.835
H -3.361 -1.405 -1.636
Cl -1.876 -4.602 -5.805
H -2.773 1.072 -2.790
Cl 7.650 8.796 -0.222
Cl 1.368 9.468 -3.511
Cl 4.866 -4.729 4.665
Cl 1.048 -4.911 -0.781
H -4.055 2.846 0.381
H 4.311 2.882 0.317
Cl -4.141 -6.040 4.936
Cl 3.527 8.991 -1.663
Cl -4.013 -7.717 2.597
C 1.210 -6.451 0.064
Cl -9.104 -7.977 5.077
Cl -0.714 -7.240 -6.101
Cl 2.165 -7.575 -0.914
Cl -0.911 -5.991 -3.504
Cl 0.047 3.541 -1.973
Cl -2.597 0.774 -8.106
```

---

Formula: C5H14N2
Source: the OMol25 dataset
Level of theory: wB97M-V/def2-TZVPD

**Structure (SMILES)**: [H]/N=C(/C)CN.CC
**Relative energy (zero: lowest compared OMol25 entry of this formula, charge and spin)**: 1.7961 eV

Structure (XYZ):
```
21
C5H14N2 | the OMol25 dataset | wB97M-V/def2-TZVPD
H -1.112 -1.026 -1.604
N 2.159 0.245 0.910
H 2.960 -0.272 1.260
H -3.271 -0.423 1.738
H -0.847 -0.262 2.395
H 0.532 2.173 -0.918
H -1.453 1.303 1.809
C -1.239 0.269 1.524
H 2.420 -0.808 -0.877
H -2.852 0.124 0.105
H -0.325 0.299 0.770
H 2.640 0.915 -1.000
C -0.034 -0.961 -1.773
H 1.978 1.185 1.250
H -2.254 -1.440 0.701
C -2.476 -0.408 0.985
N 0.051 1.432 -1.432
H 0.151 -0.897 -2.848
H 0.442 -1.862 -1.380
C 2.025 0.146 -0.524
C 0.504 0.267 -1.090
```

---

Formula: C25H60Li4N4O11
Source: the OMol25 dataset
Level of theory: wB97M-V/def2-TZVPD

**Charge**: +2
**Relative energy (zero: lowest compared OMol25 entry of this formula, charge and spin)**: 0.3220 eV

Structure (XYZ):
```
104
C25H60Li4N4O11 | the OMol25 dataset | wB97M-V/def2-TZVPD
H 4.758 1.756 -0.931
H 1.105 4.550 -0.806
H -2.704 -0.255 3.371
C -0.831 3.017 1.526
H 2.804 -0.871 5.158
H -1.698 -5.310 1.866
H -0.178 1.126 2.308
O -4.315 -2.020 -3.014
C -1.534 2.251 -4.363
C 0.890 5.439 1.162
H -0.388 7.936 1.559
H -0.689 -4.041 4.184
O 3.105 0.993 4.299
Li 1.708 -2.271 -3.468
H 0.604 -1.290 2.245
H -2.173 -8.210 1.509
N -0.835 -5.779 2.110
H 2.205 0.605 2.593
C -3.197 -1.874 -3.897
C -3.067 -0.405 -4.253
C -2.131 0.578 3.776
H -4.620 -6.145 -0.534
H -0.521 4.916 -0.397
Li -0.368 -0.033 -3.119
H 3.262 3.103 2.362
C -0.187 -3.737 3.264
C -0.621 -6.744 1.061
C 1.220 -0.162 -1.127
C 0.462 1.830 -5.582
H -3.150 -2.903 -1.319
C 4.421 2.793 -0.774
C 0.281 -4.983 2.541
H 0.488 2.921 -5.631
O -2.113 1.722 2.951
H -1.768 -8.071 -0.193
H 4.361 0.659 1.254
H 5.505 3.035 1.009
O -2.997 -6.587 0.636
O -0.757 -2.805 2.386
H 5.090 1.468 2.582
H 0.913 -5.586 3.214
H 1.131 -4.823 1.850
Li 1.943 1.973 0.174
O -0.137 5.917 2.002
H 5.122 3.329 -1.426
H -1.149 3.201 -3.989
H 0.835 -2.675 1.142
H 0.702 -3.278 3.732
C 2.349 0.124 5.108
H 1.405 6.304 0.728
H -4.040 -3.908 -2.548
H 0.150 -7.488 1.294
H -1.146 0.279 4.148
H -3.339 -2.520 -4.775
H 3.032 1.375 -2.610
N 0.217 3.127 0.473
H -0.474 3.559 2.404
H -3.175 0.006 -2.384
O 2.176 -0.098 -0.304
N 3.571 2.552 1.573
C 2.993 2.474 -2.603
O 0.538 0.879 -1.326
H -2.328 -2.370 -3.448
H -1.905 6.988 1.788
H -0.520 -1.557 0.843
H 3.810 2.804 -3.251
H -4.006 0.044 -4.575
C -0.887 6.979 1.407
H 1.272 0.013 4.925
H 2.388 0.588 6.097
C 3.218 0.442 2.982
O 0.995 -1.268 -1.750
Li 2.709 -2.105 -0.595
H -2.639 0.828 4.714
H 0.104 1.246 -6.430
H 4.316 4.316 0.770
H 1.611 4.962 1.829
C -1.091 1.609 1.953
H 1.533 1.636 -5.458
H -2.318 -0.379 -5.054
C 0.100 -2.018 1.607
C -3.854 -6.912 -0.435
H -1.003 6.820 0.331
O 3.108 2.945 -1.282
H -2.034 2.227 -5.331
H -3.309 -6.978 -1.385
H -1.675 3.612 1.164
H 3.561 -0.592 2.937
H -1.477 0.990 1.132
C 4.115 1.304 2.106
C -2.373 1.720 -3.202
H 2.057 2.731 -3.092
C 4.487 3.247 0.661
C -1.897 -7.495 0.726
H -3.287 2.322 -3.227
H -0.145 2.539 -0.273
N -2.465 0.275 -3.066
O -0.333 1.446 -4.461
C 0.404 4.507 0.030
C -4.020 -2.970 -1.970
H -0.234 -6.403 0.082
H -4.314 -7.893 -0.272
H -4.932 -3.115 -1.390
H -1.785 1.996 -2.319
```

---

Formula: C7H13N2
Source: the OMol25 dataset
Level of theory: wB97M-V/def2-TZVPD

**Structure (SMILES)**: C1=CN2C[NH2+]C[C@@H]2CC1
**Charge**: +1
**Relative energy (zero: lowest compared OMol25 entry of this formula, charge and spin)**: 2.8295 eV

Structure (XYZ):
```
22
C7H13N2 | the OMol25 dataset | wB97M-V/def2-TZVPD
H 1.866 1.094 0.317
H 1.718 -1.003 2.087
H 1.858 -2.168 -0.001
H -2.644 -0.805 -0.972
H -0.163 0.326 -1.830
N -0.070 0.351 0.811
C -2.174 1.121 -0.137
C -1.111 1.334 0.634
C -2.067 0.000 -1.215
H 1.336 1.483 1.969
N 1.981 -0.471 1.259
H -2.836 1.828 -0.307
H -2.520 0.350 -2.142
H 1.905 -0.497 -0.830
C -0.676 -0.506 -1.403
H -0.809 -1.283 -2.096
H 2.970 -0.334 1.157
H -0.526 -1.753 0.245
C 1.557 -1.125 -0.057
H -0.888 2.109 1.333
C 0.035 -0.852 0.004
C 1.257 0.800 1.174
```

---

Formula: C6H6O
Source: the OMol25 dataset
Level of theory: wB97M-V/def2-TZVPD

**Structure (SMILES)**: C#CC(C#C)CO
**Relative energy (zero: lowest compared OMol25 entry of this formula, charge and spin)**: 5.8012 eV

Structure (XYZ):
```
13
C6H6O | the OMol25 dataset | wB97M-V/def2-TZVPD
H 0.485 0.790 -1.689
H -1.300 -2.693 -0.232
C -0.960 -1.711 -0.453
H 1.347 0.234 1.088
C -0.511 1.677 -0.077
H -1.479 3.485 0.911
H 0.383 -1.855 1.411
C -0.968 -0.577 -0.935
C 0.060 0.472 -0.720
C 1.144 -0.295 0.161
O 0.774 -1.701 0.529
H 2.038 -0.466 -0.439
C -1.013 2.642 0.445
```

---

Number 1: orbital gap 6.965 eV, lowest unoccupied orbital energy -3.1 eV, electronic energy -8650.35101 Eh. Number 2: orbital gap 5.799 eV, lowest unoccupied orbital energy 1.2 eV, electronic energy -24520.16339 Eh. Number 3: orbital gap 9.771 eV, lowest unoccupied orbital energy 0.8 eV, electronic energy -308.35706 Eh. Number 4: orbital gap 4.785 eV, lowest unoccupied orbital energy -7.5 eV, electronic energy -2064.87181 Eh. Number 5: orbital gap 8.618 eV, lowest unoccupied orbital energy -3.4 eV, electronic energy -383.71321 Eh. Number 6: orbital gap 9.477 eV, lowest unoccupied orbital energy 0.7 eV, electronic energy -307.25024 Eh.